1.
This record from the OMol25 dataset describes a 2-piece molecular cluster, C2H4P2S overall in a non-equilibrium geometry. The level of theory is wB97M-V/def2-TZVPD.

```
9
Properties=species:S:1:pos:R:3:forces:R:3:mulliken_charge:R:1
C -0.18876 0.37906 -0.53276 -1.2842 0.4618 3.3958 0.074
C 0.74795 -0.68880 -0.58718 -0.8740 -1.1078 1.7817 -0.656
P -0.91186 1.53585 -1.39463 1.5988 0.1490 -2.9327 -0.161
P -0.92605 0.51302 1.98161 1.2148 -0.6233 -1.8165 0.297
S 0.44362 -0.48166 2.88266 -0.7125 0.4815 -0.5262 -0.208
H 1.03171 -0.95723 0.46894 0.2745 -0.0302 -0.9017 0.090
H 1.56206 -0.59973 -1.22471 1.8184 0.5256 -1.0192 0.347
H 0.16570 -1.50552 -0.99236 -0.0949 -0.6841 0.0369 0.282
H -1.92438 1.80501 -0.60156 -1.9408 0.8275 1.9819 -0.063
```
Positions in Å, forces in eV/Å.

Computed properties:
Total energy: -31547.9680 eV

---

2.
This record from the OMol25 dataset describes C30H72F18MgN3O24S6 as an isolated structure in a non-equilibrium geometry. The level of theory is wB97M-V/def2-TZVPD.

```
154
Properties=species:S:1:pos:R:3:forces:R:3:mulliken_charge:R:1
Mg -9.15034 3.92430 -13.00193 -0.1012 1.1959 -0.4406 1.911
C -4.53934 4.31218 -14.68845 1.1791 -0.1299 -2.5510 0.459
F -4.93758 5.55059 -14.45501 -0.6197 0.0763 0.5740 -0.251
F -3.20658 4.31054 -14.71398 -0.0524 -0.1632 0.4271 -0.245
F -4.95666 3.47709 -13.75318 -0.3688 0.0656 0.4208 -0.034
S -5.13051 3.72301 -16.46153 -2.3413 0.9715 -1.1161 0.909
O -4.02311 3.41535 -17.32063 0.0049 0.0754 0.9576 -0.659
O -6.03841 2.64139 -16.14722 0.1260 0.6678 0.2220 -0.340
N -6.10117 5.05421 -17.04541 2.3762 -2.5669 1.5604 -0.345
S -5.10117 6.17899 -17.52430 0.7535 2.6186 -1.2047 0.908
O -5.79279 7.45526 -17.52273 0.0469 -0.7729 0.0673 -0.696
O -3.74772 6.20210 -16.98067 -1.0423 -0.5393 -0.2557 -0.616
C -4.88014 5.92384 -19.41811 -1.0575 -0.0813 1.6982 0.597
F -6.10856 5.92764 -19.96174 0.0759 0.1708 -0.2020 -0.256
F -4.18488 6.93925 -19.91469 0.2160 -0.2180 -0.2189 -0.220
F -4.33244 4.75801 -19.71429 0.5275 0.0296 -0.3062 -0.213
C -16.74191 5.55447 -10.46779 0.7165 -1.9875 1.6541 0.716
F -15.95129 6.42833 -9.86736 0.0082 0.7861 -0.4943 -0.204
F -17.88083 5.50352 -9.77481 -0.2972 0.1585 -0.3647 -0.255
F -16.97509 5.85212 -11.72194 -0.0411 0.4620 -0.2315 -0.215
S -15.88519 3.81665 -10.33468 2.4724 -0.2453 -3.2389 0.877
O -16.56118 3.04496 -9.33704 0.1834 0.4132 0.1146 -0.611
O -15.87138 3.34174 -11.71719 -1.0966 0.2760 1.1866 -0.571
N -14.22656 4.15916 -10.18999 -2.2996 0.3109 1.9104 -0.178
S -13.83106 4.63827 -8.71366 -0.2999 0.6206 0.6849 0.778
O -12.94729 5.78985 -8.75226 0.4237 -0.7938 -0.3464 -0.618
O -14.89069 4.76951 -7.73004 0.4761 -0.6778 -0.5347 -0.637
C -12.74447 3.16386 -8.15277 -0.1968 2.5331 0.0234 0.522
F -12.22323 3.37632 -6.92795 -0.4760 -0.2739 0.0842 -0.250
F -13.41138 2.03844 -8.17785 0.2526 -0.4693 -0.0819 -0.214
F -11.68137 3.17474 -8.96979 -0.0350 -0.8643 -0.4522 -0.131
C -8.61005 1.85876 -9.64968 -0.9353 -0.7410 -0.4594 0.365
F -9.51190 0.89132 -9.68719 0.1025 -0.0208 -0.4666 -0.098
F -9.26201 3.01544 -9.56105 0.3986 0.3156 -0.0688 -0.150
F -7.86168 1.64476 -8.59467 0.4186 0.5144 -0.1686 -0.034
S -7.52224 1.92471 -11.21348 0.8960 0.5058 1.7829 -0.953
O -6.71436 3.10217 -10.94639 -1.3876 -0.3544 -1.1086 0.444
O -6.82315 0.67579 -11.24459 -0.7765 0.4011 -0.8037 -0.276
N -8.63252 2.19913 -12.52400 1.9070 -2.4562 2.0374 -0.505
S -8.99949 0.71720 -13.18634 -1.4766 -1.7702 -0.3256 0.192
O -9.30119 -0.29155 -12.21818 1.0835 0.6640 0.0790 0.115
O -10.01813 0.88789 -14.17066 0.1640 1.4167 -0.5365 -0.467
C -7.43122 0.26367 -14.15933 -0.3543 -0.6968 0.1029 0.069
F -6.92886 -0.88182 -13.73288 0.1211 -0.0997 0.6089 -0.009
F -7.81002 0.04158 -15.40972 0.0449 0.5506 -0.0063 -0.085
F -6.54352 1.22079 -14.05545 0.0937 0.0032 -0.1426 -0.137
C -5.37068 -2.27674 -8.80466 -1.3870 -0.7799 0.6440 -1.278
C -4.88356 -1.94906 -10.19063 0.9652 0.6440 0.1259 0.831
O -3.95843 -2.92548 -10.60186 0.4477 -0.6864 0.0819 -0.649
H -5.99982 -1.52502 -8.32048 0.1841 0.4664 -0.4416 0.186
H -4.58333 -2.49319 -8.08230 0.3667 0.0838 -0.3881 0.411
H -6.03406 -3.14663 -8.78585 0.1881 -0.2456 -0.2274 0.249
H -4.34157 -0.99851 -10.06854 -0.2868 0.1923 -0.4729 0.313
H -5.62291 -1.87822 -10.99720 -0.4842 0.3747 0.5936 -0.335
H -3.50759 -2.64057 -11.41574 -0.1533 -0.1308 0.2634 0.341
C -12.63442 -0.48259 -12.33324 1.8579 -0.6936 1.0693 -0.438
C -12.50010 0.61185 -11.28507 -2.7602 1.0515 -1.2828 0.480
O -13.53176 1.58986 -11.63053 0.9223 -0.4361 0.8338 -0.377
H -12.75045 -0.05749 -13.32589 0.0908 0.0014 0.0252 -0.127
H -13.36653 -1.26725 -12.14571 -0.3397 0.3544 0.1680 0.531
H -11.65750 -0.96676 -12.21596 -0.1029 -0.5128 -0.8032 -0.081
H -11.56297 1.15393 -11.39483 0.1283 -0.1685 0.2431 -0.562
H -12.71435 0.30535 -10.26024 0.6622 -0.3111 0.0654 0.333
H -14.35202 1.09000 -11.56488 -0.2547 0.4196 -0.1023 0.197
C -9.24654 7.17583 -10.91768 0.2266 -0.4231 -1.2583 -1.055
C -8.34499 5.94963 -10.98156 -0.1824 -0.3086 1.9728 1.121
O -8.08273 5.38492 -12.31993 -0.2001 1.0112 0.0644 0.036
H -9.88384 7.11372 -11.80504 -0.2021 0.3707 0.0570 0.372
H -8.65601 8.08873 -10.95634 -0.1483 0.0792 -0.0328 0.367
H -9.88910 7.17878 -10.04153 0.3082 -0.2108 -0.0571 0.039
H -8.77661 5.13947 -10.38947 -0.0953 -0.0896 -0.2859 -0.701
H -7.37380 6.11720 -10.51520 0.1029 0.0216 -0.2337 0.228
H -7.37731 5.95257 -12.66156 -0.0020 -0.3981 -0.6390 0.162
C -8.86882 -3.13343 -10.90069 -0.4757 -0.7361 0.1694 -0.333
C -8.22657 -4.52419 -10.82268 1.0415 0.1435 -0.1266 -0.321
O -8.81652 -5.44211 -9.89395 -0.4895 0.1726 -0.6505 -0.555
H -8.08874 -2.37599 -10.89856 -0.2058 0.1936 0.0181 -0.160
H -9.58997 -2.97888 -10.09578 0.4308 0.0552 0.3858 0.442
H -9.50387 -3.02980 -11.78188 0.3172 0.0225 -0.2412 0.240
H -7.17283 -4.47740 -10.53108 0.0526 0.5595 0.0895 0.173
H -8.15641 -4.93922 -11.83428 -0.4480 -0.2301 0.0201 0.146
H -8.74948 -6.29099 -10.33789 -0.1715 -0.1790 0.3250 0.337
C -8.06396 -4.32854 -15.22297 0.7379 1.2225 0.8984 -0.434
C -8.93403 -3.62332 -16.26176 0.0240 -1.8483 1.5528 0.226
O -10.27490 -3.86109 -15.80816 -0.2164 0.6248 -0.6779 -0.517
H -8.30846 -5.36562 -14.99517 0.0916 -0.1428 -0.5750 0.512
H -8.23215 -3.80222 -14.27676 -0.1834 -0.0366 0.0457 -0.077
H -6.99547 -4.15607 -15.38064 0.0336 -0.4898 -0.3376 -0.011
H -8.76411 -4.10276 -17.22805 -0.0650 0.6597 -0.3308 0.236
H -8.70777 -2.56339 -16.18387 -0.3054 0.0634 -0.5930 -0.172
H -10.42289 -4.80683 -15.89464 -0.1094 0.0113 0.0436 0.301
C -13.16154 3.28119 -16.28384 -0.6026 -0.0497 0.6676 -1.088
C -13.18032 2.37771 -15.04094 0.7935 0.0887 -0.0663 0.203
O -13.99962 2.89345 -14.03479 -0.1572 0.4742 0.0291 -0.197
H -12.50101 2.98997 -17.09861 -0.0843 -0.2632 0.0531 0.163
H -12.87646 4.27726 -15.93846 0.0812 0.0332 -0.0868 0.276
H -14.19589 3.37714 -16.62197 0.0951 -0.0360 -0.3983 0.427
H -12.17469 2.38047 -14.60742 0.0818 -0.0727 0.0619 -0.226
H -13.38820 1.31388 -15.19902 -0.1797 0.0784 -0.5385 0.216
H -14.91394 2.97441 -14.32480 -0.0028 -0.0667 0.0319 0.212
C -4.32498 -3.35105 -14.21333 -1.0262 -0.6542 0.9362 -0.570
C -2.82534 -3.35951 -14.05178 -0.8432 -0.3164 0.5672 -0.555
O -2.52391 -2.57465 -12.89335 0.3523 0.1219 -0.4805 -0.540
H -4.63477 -4.03621 -15.00464 0.0264 0.7930 -0.6853 0.430
H -4.77995 -2.36369 -14.14360 0.2444 0.1572 -0.9949 -0.165
H -4.88426 -3.82289 -13.39370 0.8161 -0.2043 0.5530 0.452
H -2.33355 -2.98151 -14.94830 0.0983 0.1026 0.0706 0.389
H -2.56179 -4.40737 -13.88271 0.4930 0.0732 -0.0585 0.258
H -1.60213 -2.30237 -12.90820 -0.0016 -0.0531 0.0364 0.247
C -2.68672 6.41644 -10.85933 0.0742 -0.0363 -1.5005 -1.447
C -3.69543 5.44308 -11.45030 -1.3320 1.2005 -0.2011 0.449
O -4.74561 5.19244 -10.50651 0.1676 -0.2117 0.3642 -0.451
H -2.39458 6.12841 -9.85432 0.2872 0.1793 -0.0589 0.326
H -2.98047 7.46215 -10.97062 -0.7337 -0.1113 0.8156 0.343
H -1.88269 6.46367 -11.60243 0.5959 -0.6034 0.5424 0.412
H -3.26421 4.52914 -11.86175 0.1709 -0.0825 0.3791 0.262
H -4.23136 5.95350 -12.26045 0.6942 -0.0796 -0.3620 -0.008
H -5.31043 4.49399 -10.85503 0.1240 -0.1028 0.0595 0.291
C -5.02722 1.56053 -8.02321 0.6330 -0.2434 -0.0123 -1.304
C -5.00603 3.09628 -8.14544 0.4336 -1.9037 1.0568 0.854
O -5.13997 3.61612 -6.83035 -0.4939 0.5424 0.0147 -0.614
H -4.16527 1.14395 -7.49381 0.3291 0.4987 -0.0731 0.564
H -4.97731 1.12292 -9.02314 -0.2595 -0.0786 -0.0027 0.124
H -5.84182 1.12141 -7.44899 -0.4413 0.4504 -0.2968 0.264
H -5.82727 3.38781 -8.79576 0.2545 0.4018 -0.0397 -0.448
H -4.00670 3.36738 -8.49274 -0.3317 0.2544 -0.6563 0.190
H -5.41457 4.53318 -6.93804 0.0902 0.0075 0.2611 0.348
C -5.44273 -1.58878 -17.09744 -0.2742 -0.5166 -0.6671 -0.539
C -5.36771 -0.14726 -17.57517 0.7969 -0.5007 0.9779 0.485
O -5.24376 0.02217 -18.96930 -0.6551 0.2125 -0.3723 -0.543
H -5.40447 -1.69167 -16.01603 -0.0905 0.2956 0.0058 -0.369
H -4.64367 -2.22873 -17.48514 0.1896 0.1915 -0.0690 0.544
H -6.37529 -2.03923 -17.45052 -0.0618 -0.0516 0.0819 0.321
H -4.51098 0.32624 -17.08611 -0.0235 0.1774 0.0039 0.084
H -6.25818 0.34133 -17.18971 -0.0069 0.3927 -0.5347 -0.333
H -4.81812 -0.72417 -19.39592 0.0959 -0.1502 0.3053 0.324
C -8.93130 5.17697 -7.08081 0.2725 -0.0214 0.1468 -0.567
C -10.11619 6.11434 -7.27000 0.3975 -0.8067 -1.3197 0.119
O -9.70106 7.36869 -7.79953 0.6118 0.5413 0.4135 -0.639
H -9.30286 4.25733 -6.62509 0.0611 0.0288 0.1334 0.352
H -8.11152 5.56911 -6.47577 -0.2389 0.1563 0.2427 0.409
H -8.46276 4.86602 -8.01878 -0.1893 0.2305 -0.1516 -0.321
H -10.70813 6.19206 -6.35793 -0.0436 0.1857 -0.0703 0.347
H -10.68643 5.66996 -8.08741 -0.6491 -0.2895 0.5978 -0.131
H -10.44708 7.78401 -8.24047 -0.2309 -0.0413 0.3135 0.369
C -9.27297 1.40813 -17.82858 -0.3793 0.6452 -0.4000 -0.549
C -9.60413 2.78873 -18.43777 1.2513 -0.3938 0.5999 -0.467
O -8.42532 3.60969 -18.43201 -0.6371 -0.0680 -0.0962 -0.412
H -8.71360 0.87529 -18.59775 0.0292 -0.4017 0.2542 0.374
H -10.17827 0.87292 -17.53538 -0.0231 -0.1722 -0.2677 0.436
H -8.66556 1.50187 -16.93235 0.1044 0.2643 -0.1465 -0.057
H -10.32981 3.32024 -17.82486 -0.1657 0.0514 -0.1906 0.075
H -9.94560 2.65795 -19.46472 -0.4305 0.1087 0.0515 0.332
H -7.87254 3.35753 -19.17802 0.1190 0.0222 0.1009 0.252
```
Positions in Å, forces in eV/Å.

Computed properties:
Total energy: -205251.8135 eV
Net charge: -1